[1]
Molecular formula: C24H72O24
Method: DFT, the ωB97M-V functional and the def2-TZVPD basis

```
120
C24H72O24 the ωB97M-V functional and the def2-TZVPD basis
O -6.02 -4.96 -0.39
C -5.05 -4.92 0.64
C -3.55 -5.31 0.34
O -3.19 -6.72 0.50
H -6.87 -4.72 -0.01
H -4.94 -3.88 0.93
H -5.36 -5.54 1.49
H -2.85 -4.70 0.91
H -3.34 -5.12 -0.71
H -3.64 -7.04 1.29
O 4.02 -1.88 -8.43
C 4.08 -0.56 -7.86
C 3.80 -0.50 -6.28
O 2.85 0.52 -5.88
H 4.17 -1.70 -9.36
H 5.02 -0.05 -8.08
H 3.19 -0.15 -8.34
H 4.68 -0.32 -5.65
H 3.46 -1.49 -6.00
H 3.17 0.89 -5.05
O 1.40 7.59 1.80
C 0.58 6.95 0.76
C 0.21 7.96 -0.32
O -0.84 8.63 0.28
H 2.32 7.33 1.89
H 1.34 6.31 0.32
H -0.32 6.43 1.09
H -0.20 7.45 -1.19
H 1.08 8.50 -0.67
H -0.45 9.17 0.98
O 4.56 -2.47 -0.60
C 5.18 -1.38 -1.28
C 4.11 -0.53 -1.94
O 4.64 0.64 -2.65
H 3.63 -2.31 -0.79
H 5.88 -0.88 -0.61
H 5.71 -1.90 -2.08
H 3.53 -0.14 -1.10
H 3.49 -1.11 -2.63
H 5.42 0.98 -2.20
O 0.87 -2.70 6.85
C -0.47 -2.80 7.18
C -1.42 -2.46 6.03
O -1.30 -3.25 4.91
H 1.32 -3.54 6.95
H -0.55 -3.80 7.60
H -0.68 -2.12 8.00
H -1.37 -1.39 5.82
H -2.40 -2.70 6.43
H -0.53 -2.77 4.60
O 4.74 -2.60 4.00
C 3.79 -2.02 3.11
C 2.44 -2.09 3.77
O 2.32 -1.35 4.96
H 4.59 -1.90 4.63
H 4.07 -0.98 2.95
H 3.78 -2.55 2.15
H 2.08 -3.11 3.90
H 1.64 -1.69 3.15
H 1.97 -1.95 5.62
O -0.23 -1.28 -2.94
C 0.53 -2.15 -3.85
C 0.71 -3.56 -3.47
O -0.42 -4.14 -2.84
H -0.46 -0.48 -3.42
H 0.10 -2.04 -4.84
H 1.51 -1.67 -3.94
H 1.60 -3.55 -2.85
H 1.02 -4.14 -4.34
H -0.44 -3.54 -2.09
O 1.00 4.57 -2.09
C 1.64 4.10 -3.36
C 1.09 2.86 -4.02
O 0.05 3.19 -4.91
H 1.66 5.21 -1.81
H 1.71 4.87 -4.13
H 2.71 3.96 -3.26
H 0.88 2.05 -3.33
H 1.92 2.48 -4.62
H 0.01 2.66 -5.71
O -3.15 0.58 4.41
C -2.76 -0.22 3.33
C -3.69 -1.50 3.13
O -3.13 -2.20 1.98
H -3.60 1.34 4.03
H -2.71 0.35 2.40
H -1.82 -0.68 3.61
H -4.72 -1.18 2.97
H -3.59 -2.11 4.03
H -3.41 -1.70 1.22
O -0.81 2.18 3.85
C -0.84 3.45 3.43
C -1.77 3.59 2.20
O -3.09 3.06 2.54
H -1.70 1.90 4.09
H -1.43 4.03 4.14
H 0.19 3.76 3.31
H -1.34 3.13 1.30
H -1.94 4.66 2.13
H -3.68 3.63 2.05
O -4.91 -0.80 -0.03
C -4.22 0.45 -0.39
C -4.07 0.36 -1.85
O -5.29 0.39 -2.51
H -5.51 -0.81 -0.78
H -4.83 1.32 -0.14
H -3.23 0.56 0.06
H -3.53 -0.55 -2.11
H -3.44 1.20 -2.15
H -5.22 1.22 -2.99
O 0.21 1.31 -0.99
C 0.66 0.64 0.18
C 0.67 -0.97 0.25
O 1.40 -1.58 -0.83
H 0.22 2.26 -0.83
H 1.68 1.02 0.25
H 0.22 1.22 0.99
H -0.37 -1.32 0.30
H 1.23 -1.27 1.13
H 0.94 -1.35 -1.64
```

* charge: 0
* Kohn-Sham gap: 9.56 eV
* electronic energy: -75184.6615 eV

[2]
Molecular formula: C24H73CaN12O5P4
Method: DFT, the ωB97M-V functional and the def2-TZVPD basis

```
119
C24H73CaN12O5P4 the ωB97M-V functional and the def2-TZVPD basis
Ca 1.58 31.90 -25.18
O -0.05 30.38 -25.15
H -0.89 29.87 -25.21
O -3.30 29.53 -20.74
P -3.33 28.37 -21.67
N -1.73 27.71 -21.83
C -0.75 28.06 -22.90
C -1.13 27.15 -20.68
N -3.99 28.68 -23.24
C -4.74 29.93 -23.34
C -3.52 28.03 -24.50
N -4.23 27.00 -21.22
C -5.27 27.12 -20.20
C -4.07 25.65 -21.78
H -0.27 29.00 -22.65
H -1.26 28.31 -23.84
H -0.04 27.25 -23.08
H -1.84 27.08 -19.85
H -0.29 27.82 -20.50
H -0.77 26.13 -20.84
H -5.30 30.04 -24.27
H -5.50 29.94 -22.55
H -4.03 30.73 -23.12
H -2.92 27.13 -24.35
H -4.35 27.63 -25.08
H -3.01 28.69 -25.21
H -4.97 26.75 -19.22
H -5.55 28.17 -20.14
H -6.14 26.58 -20.57
H -3.65 25.08 -20.96
H -3.34 25.75 -22.59
H -5.06 25.30 -22.08
O -4.87 32.33 -30.11
P -4.44 30.92 -29.73
N -3.29 30.15 -30.83
C -2.92 28.69 -30.76
C -3.12 30.73 -32.08
N -5.72 29.76 -29.85
C -6.50 29.73 -31.10
C -5.81 28.62 -28.98
N -3.68 30.76 -28.17
C -4.40 31.02 -26.94
C -2.23 30.83 -28.06
H -1.94 28.65 -31.25
H -3.47 28.02 -31.41
H -2.94 28.29 -29.74
H -2.10 31.06 -32.28
H -3.61 31.70 -32.15
H -3.45 30.08 -32.90
H -6.33 28.84 -31.71
H -7.56 29.91 -30.98
H -6.18 30.57 -31.72
H -5.27 28.73 -28.04
H -6.85 28.36 -28.80
H -5.41 27.70 -29.41
H -5.44 30.71 -26.85
H -3.86 30.55 -26.12
H -4.42 32.11 -26.93
H -1.80 29.95 -28.54
H -1.95 30.83 -27.00
H -1.74 31.70 -28.49
O 2.94 25.09 -23.83
P 3.90 26.21 -23.62
N 4.19 26.39 -21.95
C 5.49 26.89 -21.38
C 3.00 26.31 -21.09
N 3.51 27.79 -24.21
C 4.54 28.90 -24.07
C 2.13 28.08 -24.67
N 5.42 25.83 -24.33
C 6.17 24.73 -23.78
C 5.55 26.04 -25.78
H 6.13 27.05 -22.25
H 5.93 26.09 -20.80
H 5.28 27.78 -20.78
H 2.40 27.21 -21.21
H 3.40 26.22 -20.08
H 2.34 25.44 -21.17
H 5.55 28.63 -24.38
H 4.09 29.66 -24.71
H 4.55 29.19 -23.02
H 2.08 28.61 -25.62
H 1.56 27.15 -24.65
H 1.70 28.71 -23.89
H 6.30 24.85 -22.70
H 5.63 23.79 -23.92
H 7.14 24.64 -24.26
H 5.99 25.18 -26.28
H 6.26 26.83 -26.04
H 4.55 26.31 -26.13
O -3.16 25.70 -28.77
P -2.68 24.94 -27.61
N -1.39 25.60 -26.73
C -0.53 24.84 -25.74
C -1.09 27.09 -26.63
N -2.21 23.31 -27.86
C -3.30 22.31 -28.06
C -0.92 23.01 -28.53
N -3.94 24.90 -26.42
C -3.63 24.30 -25.11
C -5.38 25.18 -26.72
H -0.45 25.37 -24.79
H 0.46 24.65 -26.16
H -0.99 23.86 -25.56
H -2.06 27.54 -26.80
H -0.30 27.44 -27.29
H -0.66 27.36 -25.66
H -3.19 21.31 -27.65
H -4.13 22.70 -27.46
H -3.59 22.22 -29.11
H -1.09 22.57 -29.51
H -0.46 24.00 -28.54
H -0.22 22.48 -27.88
H -3.16 25.07 -24.49
H -4.49 23.99 -24.51
H -3.18 23.32 -25.21
H -6.02 24.30 -26.67
H -5.28 25.52 -27.75
H -5.78 25.94 -26.05
```

* charge: +2
* <S²>: 0.7612
* Kohn-Sham gap (alpha / beta): 3.78 / 3.21 eV
* electronic energy: -109771.1526 eV
* spin multiplicity: 2

[3]
Molecular formula: C24H75CrN14O16
Method: DFT, the ωB97M-V functional and the def2-TZVPD basis

```
130
C24H75CrN14O16 the ωB97M-V functional and the def2-TZVPD basis
Cr -1.14 -4.01 1.60
C 0.54 0.67 -0.19
C 0.42 -0.79 0.36
O -0.60 -1.12 1.03
O 1.32 -1.60 -0.01
H 0.18 0.80 -1.19
H 1.59 1.05 -0.16
H 0.06 1.30 0.45
C 2.78 -3.96 -3.38
O 2.27 -3.51 -2.17
H 2.10 -3.72 -4.23
H 3.24 -4.94 -3.35
H 3.59 -3.33 -3.65
H 2.62 -2.62 -1.98
C 4.75 -2.30 0.35
O 3.60 -2.63 1.14
H 5.56 -3.09 0.44
H 5.05 -1.26 0.39
H 4.19 -2.46 -0.59
H 2.86 -2.08 0.82
C 1.26 0.06 3.49
O 1.84 -1.24 3.51
H 1.93 0.80 3.05
H 1.09 0.40 4.52
H 0.28 0.16 2.98
H 2.66 -1.03 3.86
C -3.55 -3.77 1.44
O -3.90 -3.93 2.76
N -2.79 -4.73 1.03
N -2.56 -3.00 1.11
H -3.24 -5.66 1.34
H -3.01 -4.85 -0.01
H -2.74 -1.99 1.58
H -2.77 -2.57 0.14
C 2.04 -0.61 -3.02
O 0.62 -0.74 -3.17
N 2.70 -0.34 -4.06
N 2.73 -0.83 -1.98
H 2.21 -0.22 -4.91
H 3.70 -0.19 -3.93
H 2.13 -0.84 -1.15
H 3.70 -0.48 -1.77
C 0.82 -4.80 0.16
O 2.07 -5.14 0.49
N -0.08 -5.34 0.87
N 0.12 -3.68 0.24
H -0.48 -6.08 0.25
H 0.53 -6.02 1.50
H -0.24 -3.44 -0.74
H 0.84 -2.80 0.20
C -2.84 -1.02 3.52
O -1.65 -1.22 4.17
N -3.98 -1.30 3.97
N -2.87 -0.72 2.26
H -4.01 -1.72 4.91
H -4.85 -1.00 3.54
H -1.93 -0.49 1.80
H -3.75 -0.29 1.91
C 1.61 4.97 0.99
O 0.96 3.90 0.55
N 2.95 4.98 1.22
N 1.21 6.22 1.06
H 3.47 4.10 1.28
H 3.33 5.66 1.84
H 1.66 6.95 1.71
H 0.25 6.50 0.75
C -0.01 -4.00 3.85
O 1.17 -4.68 3.72
N -0.25 -3.11 2.95
N -1.15 -4.49 3.41
H 0.71 -2.64 2.71
H -0.69 -2.33 3.61
H -1.05 -5.58 3.63
H -1.88 -4.30 4.23
C -2.29 -3.37 -1.83
O -2.64 -4.69 -1.75
N -2.87 -2.35 -1.31
N -1.05 -3.11 -2.08
H -3.88 -2.32 -1.30
H -2.36 -1.46 -1.16
H -0.51 -3.80 -2.62
H -0.68 -2.11 -2.22
C -3.59 0.46 -2.92
C -3.11 0.97 -1.59
C -4.29 1.26 -0.70
O -2.29 0.29 -0.94
H -4.03 -0.51 -2.89
H -2.76 0.31 -3.63
H -4.37 1.10 -3.27
H -2.63 1.95 -1.80
H -4.59 0.39 -0.09
H -5.07 1.83 -1.21
H -4.00 1.91 0.05
H -1.43 0.71 -0.99
C -2.14 5.14 1.62
C -2.95 3.92 1.94
C -2.15 2.65 1.86
O -3.47 3.85 3.05
H -1.38 5.60 2.27
H -2.64 6.01 1.22
H -1.44 4.92 0.82
H -3.72 3.71 1.18
H -1.35 2.64 2.58
H -1.55 2.68 0.91
H -2.75 1.69 2.01
H -4.02 4.64 3.17
C 3.48 2.71 -1.96
C 4.36 2.88 -0.76
C 3.87 2.17 0.53
O 5.55 2.57 -0.88
H 2.96 1.74 -2.01
H 4.09 2.77 -2.90
H 2.86 3.59 -1.94
H 4.34 3.93 -0.51
H 4.41 2.34 1.42
H 3.99 1.09 0.50
H 2.79 2.42 0.74
H 5.78 3.07 -1.67
C -0.44 2.48 -3.91
C -0.02 3.31 -2.75
C 0.57 4.60 -3.24
O -0.83 3.58 -1.84
H 0.34 2.43 -4.69
H -1.22 3.09 -4.41
H -0.73 1.37 -3.78
H 0.76 2.78 -2.20
H 1.31 4.48 -4.00
H 1.02 5.15 -2.40
H -0.19 5.06 -3.73
H -0.37 3.55 -1.01
```

* charge: +2
* <S²>: 3.7826
* Kohn-Sham gap (alpha / beta): 6.01 / 5.99 eV
* electronic energy: -108109.8493 eV
* spin multiplicity: 4